1.
This record from the OMol25 dataset describes one molecule with the formula C18H23N3O7S at a distorted geometry. The level of theory is wB97M-V/def2-TZVPD.

XYZ file:
```
52
Properties=species:S:1:pos:R:3:mulliken_charge:R:1
C 5.8120 -0.1324 -0.2062 -0.847
O -4.6277 -1.2438 -0.0862 -0.709
C 3.4860 0.0869 0.2629 -0.228
H -5.9067 -0.3128 2.0296 0.324
H -7.6678 1.4337 2.3374 0.417
O -1.0867 -1.8544 1.3269 -0.577
H 7.7274 2.1563 -0.0516 0.293
C -0.6321 1.4174 -1.8361 0.137
H -2.2938 -2.3011 -2.1714 0.290
H -3.4857 2.4303 -0.5022 0.456
H -6.7140 0.0340 0.4906 0.319
C -0.4491 -2.3943 0.4628 0.892
C -2.0014 -0.4527 -1.1078 0.289
O 0.8919 0.4904 0.5001 -0.674
N -1.6309 2.2208 -1.3944 -0.186
O 1.6619 -1.0661 -1.2562 -0.863
H -0.1105 -0.5486 -1.9458 0.330
C 5.0303 1.6240 1.2289 -0.849
C 3.7286 1.1848 1.0636 -0.354
H 7.6143 1.9910 1.6984 0.373
O -0.8449 -2.5522 -0.7946 -0.317
H 8.1978 0.6409 0.7108 0.381
C -6.7146 1.6972 1.8885 -1.246
H -1.4062 3.2050 -1.4248 0.262
H -6.8773 2.4532 1.1251 0.306
H 1.3794 -3.2590 -0.2782 0.325
O -4.8290 0.8400 0.7046 -0.183
C -6.0800 0.4630 1.2750 -0.248
O 0.3564 1.8227 -2.4042 -0.675
H -6.0628 2.1111 2.6530 0.301
H 2.8950 1.6834 1.5318 0.469
C 4.5140 -0.5773 -0.3769 -0.581
H 6.6242 -0.6412 -0.7039 0.370
C 6.0850 0.9709 0.5984 0.994
N -0.8896 0.0596 -1.7082 -0.008
C -2.0977 -1.9561 -1.1539 -0.789
H -2.6985 1.7430 1.7883 0.362
H 1.4676 -1.4738 2.0343 0.360
H -1.8005 3.1378 1.1715 0.415
C 7.4892 1.4640 0.7561 -1.465
H -2.8896 -2.2977 -0.4827 0.446
H 5.2312 2.4842 1.8501 0.364
S 1.8250 -0.5041 0.0535 1.929
C -4.1722 -0.1238 0.0341 0.452
H 0.9860 -3.7135 1.4131 0.407
H -1.0659 1.5249 1.1331 0.102
C 0.9723 -2.9128 0.6711 -0.820
C -2.9163 0.3602 -0.5268 0.050
N 1.8023 -1.8159 1.1421 -0.396
H 4.2795 -1.4205 -1.0058 0.461
C -1.9979 2.0770 1.0296 -1.069
C -2.5804 1.8263 -0.3676 0.211
```

Summary:
Net charge ... 0
Orbital gap ... 8.763 eV
Energy above the lowest of the compared OMol25 structures with the same formula, charge and spin ... 2.8 kcal/mol
Multiplicity ... 1
LUMO energy ... 0.49 eV
SMILES ... CCOC(=O)C1=C(COC(=O)CNS(=O)(=O)c2ccc(C)cc2)NC(=O)N[C@@H]1C

2.
This record from the OMol25 dataset describes one molecule with the formula C2H7NSi at a distorted geometry. The level of theory is wB97M-V/def2-TZVPD.

XYZ file:
```
11
Properties=species:S:1:pos:R:3:mulliken_charge:R:1
H 1.6462 -0.9701 1.0174 0.272
C -0.0848 0.0265 0.7781 0.025
H -1.1586 -1.1424 -2.2479 -0.071
C 0.9850 -0.4362 1.7369 -0.830
H 0.1735 1.0919 -2.8439 -0.075
H 0.6754 -1.0459 2.6361 0.283
H 1.4218 0.4656 2.1464 0.223
H -1.0401 0.4816 1.1381 0.368
H -1.8993 1.2000 -1.9651 -0.115
Si -0.7438 0.2880 -1.9246 0.132
N 0.0248 0.0411 -0.4715 -0.213
```

Summary:
Net charge ... 0
Orbital gap ... 10.004 eV
Energy above the lowest of the compared OMol25 structures with the same formula, charge and spin ... 9.0 kcal/mol
Multiplicity ... 1
LUMO energy ... 0.97 eV
SMILES ... C/C=N/[SiH3]

The records above give, respectively, HOMO level values of -8.277 -9.039 eV.